This record from the Open Molecules 2025 dataset describes a cluster of 4 separate species, C26H56BCl3N5O7P in total. The level of theory is wB97M-V/def2-TZVPD.

Structure (XYZ):
```
99
Properties=species:S:1:pos:R:3:forces:R:3
N -1.832 2.201 2.955 0.6 0.2 -0.1
C -1.973 3.529 2.342 -1.1 0.9 0.6
B -3.393 4.167 2.859 -0.3 -0.1 -0.1
O -3.544 5.506 3.092 0.2 0.0 -0.4
O -4.476 3.366 3.100 0.0 0.0 -0.5
C -0.881 4.515 2.821 0.2 0.0 -0.4
O -0.731 4.940 3.930 0.1 -0.2 0.0
N -0.100 4.898 1.691 -0.1 -0.5 0.2
C -0.194 3.760 0.783 0.9 0.2 0.6
O 0.450 2.650 1.419 -0.4 -0.2 -0.3
C 0.517 3.969 -0.575 -0.3 0.7 -0.3
C 1.428 2.832 -0.930 0.1 0.3 0.3
O 1.094 1.756 -1.254 -0.3 -0.7 -0.4
Cl 3.166 3.232 -0.843 0.2 0.1 0.1
C -1.743 3.556 0.804 0.7 -0.6 -0.3
C -2.008 2.252 0.031 -0.2 -0.1 0.2
C -3.443 1.924 -0.258 -0.2 -0.1 0.0
O -4.264 1.653 0.559 0.0 0.0 0.1
Cl -3.847 1.852 -1.985 0.0 -0.1 0.1
P -2.452 5.252 0.267 0.0 0.0 0.0
O -1.885 5.337 -1.275 0.1 0.1 0.1
Cl -4.423 4.774 -0.136 0.1 -0.1 0.0
H -2.000 2.294 3.949 -0.1 -0.2 0.0
H -2.527 1.571 2.574 -0.2 0.0 0.2
H -4.460 5.748 2.905 0.0 0.1 0.5
H -4.519 2.602 2.506 0.0 -0.1 0.2
H 0.838 5.198 1.932 0.0 0.2 0.0
H 1.308 2.940 1.754 0.0 0.0 0.0
H 1.063 4.910 -0.570 0.1 0.0 0.1
H -0.193 4.042 -1.397 -0.1 -0.1 0.1
H -1.421 2.176 -0.878 0.0 0.3 -0.1
H -1.674 1.431 0.673 0.2 0.0 0.0
H -1.278 6.091 -1.280 -0.2 0.0 -0.3
C 8.047 5.968 -4.396 0.0 0.0 0.0
C 7.340 4.702 -3.935 0.1 0.0 0.0
N 6.210 4.347 -4.772 -0.1 0.0 0.0
C 5.347 3.340 -4.182 -0.1 -0.1 0.1
C 5.925 1.940 -3.942 -0.1 0.0 0.0
C 6.502 4.191 -6.186 0.1 0.1 -0.2
C 7.580 3.177 -6.592 -0.1 0.0 -0.1
H 7.337 6.790 -4.504 0.0 0.0 0.0
H 8.798 6.260 -3.661 0.0 0.0 0.0
H 8.560 5.829 -5.348 0.0 0.0 0.0
H 6.960 4.871 -2.924 -0.1 -0.1 0.0
H 8.082 3.891 -3.855 0.0 0.0 0.0
H 4.448 3.250 -4.799 0.0 0.0 -0.1
H 4.999 3.730 -3.221 0.1 0.1 0.0
H 6.051 1.384 -4.869 0.1 0.0 0.0
H 5.239 1.367 -3.314 0.0 0.0 0.0
H 6.885 1.978 -3.427 0.0 0.0 0.0
H 6.792 5.168 -6.579 0.0 0.0 0.1
H 5.568 3.950 -6.698 0.0 -0.1 0.1
H 8.487 3.282 -5.995 0.0 0.0 0.0
H 7.859 3.342 -7.635 0.0 0.0 0.0
H 7.233 2.148 -6.512 0.0 0.0 0.1
C 0.248 -0.498 1.942 0.2 -0.1 0.0
C 0.405 -2.006 1.829 0.0 0.1 0.0
N -0.630 -2.609 1.008 -0.1 -0.1 0.0
C -0.694 -4.054 1.119 0.0 -0.2 0.1
C 0.507 -4.875 0.637 -0.1 -0.1 0.0
C -0.759 -2.065 -0.332 0.0 0.2 -0.1
C 0.477 -2.078 -1.241 -0.1 0.0 -0.1
H -0.751 -0.228 2.279 -0.1 0.0 0.0
H 0.961 -0.102 2.666 0.0 0.0 0.0
H 0.439 0.006 0.994 0.0 0.0 0.0
H 0.331 -2.441 2.829 0.0 -0.1 0.0
H 1.420 -2.234 1.466 0.0 0.0 0.0
H -1.590 -4.398 0.596 0.0 0.1 -0.1
H -0.865 -4.292 2.175 0.0 0.1 0.0
H 0.579 -4.895 -0.450 0.0 0.0 0.0
H 0.399 -5.909 0.970 0.0 0.0 0.0
H 1.448 -4.498 1.040 0.0 0.0 0.0
H -1.096 -1.027 -0.243 0.0 0.0 0.0
H -1.581 -2.585 -0.830 0.0 -0.1 0.1
H 1.364 -1.703 -0.730 0.0 0.0 0.0
H 0.303 -1.428 -2.101 0.0 0.0 0.0
H 0.695 -3.072 -1.627 0.1 0.0 0.1
C -6.918 -7.531 2.402 0.0 0.0 0.0
C -5.421 -7.702 2.616 -0.1 0.0 0.1
N -4.639 -6.640 2.015 0.1 0.0 -0.1
C -3.221 -6.935 1.936 0.2 -0.1 -0.1
C -2.441 -7.101 3.247 0.1 0.1 0.0
C -4.984 -5.291 2.432 -0.2 0.2 0.0
C -4.935 -4.963 3.930 0.0 0.1 0.0
H -7.144 -7.398 1.343 0.0 0.0 0.0
H -7.445 -8.419 2.754 0.0 0.0 0.0
H -7.317 -6.677 2.950 0.0 0.0 0.0
H -5.113 -8.642 2.149 0.1 0.0 0.0
H -5.228 -7.815 3.695 0.0 0.0 0.0
H -2.742 -6.158 1.337 -0.1 0.1 0.0
H -3.109 -7.856 1.356 -0.1 0.0 0.0
H -2.287 -6.149 3.755 0.0 0.0 0.0
H -1.452 -7.513 3.033 0.0 0.0 0.0
H -2.938 -7.785 3.935 0.0 0.0 0.0
H -5.993 -5.076 2.072 0.0 -0.1 0.0
H -4.340 -4.595 1.889 0.1 -0.1 0.0
H -5.439 -5.721 4.532 0.0 0.0 0.0
H -5.443 -4.014 4.111 0.0 0.0 0.0
H -3.916 -4.855 4.297 0.0 -0.1 0.0
```
Positions in Å, forces in eV/Å.

Net charge: 0
Frontier orbital gap, eV: 8.097
Structure (SMILES): N[C@@]1(B(O)O)C(=O)N[C@](O)(CC(=O)Cl)[C@]1(CC(=O)Cl)P(O)Cl.CCN(CC)CC.CCN(CC)CC.CCN(CC)CC
HOMO level, eV: -8.038

This record from the Open Molecules 2025 dataset describes a structure of composition C32H41AsCsO6S2. The level of theory is wB97M-V/def2-TZVPD.

Structure (XYZ):
```
83
Properties=species:S:1:pos:R:3:forces:R:3
Cs 0.532 1.322 -0.040 0.5 1.7 -0.3
C 4.456 1.653 1.022 0.1 0.1 -0.1
C 3.847 1.244 2.342 -0.1 -0.2 0.1
O 2.733 0.392 2.148 0.1 0.1 0.0
C 2.930 -0.980 2.373 -0.1 0.0 0.1
C 4.024 -1.646 1.551 0.0 -0.1 0.0
O 3.890 -1.538 0.150 0.0 -0.1 0.0
C 3.258 -2.618 -0.503 0.1 0.0 0.1
C 1.739 -2.618 -0.429 -0.1 -0.1 -0.1
O 1.114 -1.427 -0.801 0.1 -0.1 -0.3
C 1.118 -1.068 -2.182 0.1 -0.2 0.1
C 2.343 -0.276 -2.620 0.1 0.2 0.0
O 2.620 0.722 -1.664 0.4 -0.3 -0.3
C 3.803 1.442 -1.888 -0.2 -0.1 -0.3
C 3.764 2.686 -1.027 0.1 0.1 0.3
O 3.497 2.429 0.346 0.0 0.0 -0.1
H 4.726 0.765 0.443 0.0 0.0 0.0
H 5.374 2.235 1.204 0.0 0.0 0.0
H 3.480 2.133 2.860 0.0 0.0 -0.1
H 4.601 0.774 2.988 0.0 0.0 0.0
H 1.952 -1.425 2.185 0.0 0.0 -0.1
H 3.186 -1.163 3.432 0.0 0.0 0.0
H 4.074 -2.702 1.853 0.0 0.0 0.0
H 4.993 -1.206 1.804 0.0 0.0 0.0
H 3.612 -3.577 -0.092 0.0 0.0 0.0
H 3.589 -2.577 -1.541 0.0 0.0 0.0
H 1.409 -2.810 0.596 0.0 0.0 0.0
H 1.381 -3.464 -1.042 0.0 0.0 0.0
H 0.221 -0.462 -2.343 0.1 0.0 0.0
H 1.030 -1.971 -2.799 0.0 0.0 -0.1
H 2.094 0.199 -3.578 0.0 -0.1 0.0
H 3.228 -0.915 -2.746 0.0 0.0 0.0
H 3.864 1.771 -2.934 0.0 0.0 0.0
H 4.668 0.797 -1.679 0.1 0.0 0.0
H 2.955 3.338 -1.358 0.0 -0.1 0.0
H 4.716 3.227 -1.129 0.0 0.0 0.0
C -1.168 4.204 -4.657 0.0 0.0 -0.2
C -0.880 3.739 -3.240 0.2 -0.8 0.0
S -0.324 2.018 -3.147 -0.3 0.7 -0.3
C -1.044 4.566 -2.192 0.2 -0.1 0.7
C -1.553 5.974 -2.391 -0.1 0.2 0.1
S -0.691 4.208 -0.458 -0.5 0.5 -0.7
H -0.908 3.413 -5.357 0.0 0.0 0.0
H -0.587 5.093 -4.931 0.0 0.0 0.0
H -2.224 4.454 -4.821 0.0 0.0 0.1
H -1.870 6.195 -3.413 0.0 0.0 0.0
H -0.794 6.710 -2.100 0.1 -0.1 0.0
H -2.396 6.152 -1.716 0.0 0.0 -0.1
O -0.298 -0.302 1.679 -1.6 -1.9 1.3
As -1.795 -0.982 1.400 0.7 0.0 0.5
C -1.950 -2.699 2.277 0.1 0.5 -0.2
C -2.999 -3.570 2.021 -0.1 -0.4 0.1
C -3.068 -4.784 2.698 0.2 0.3 -0.1
C -2.077 -5.102 3.620 -0.2 -0.3 0.0
C -1.030 -4.232 3.867 0.2 0.4 -0.1
C -0.957 -3.013 3.192 -0.2 -0.5 0.2
C -3.166 0.152 2.106 0.1 0.0 -0.2
C -4.182 -0.308 2.932 -0.2 0.2 0.1
C -5.123 0.594 3.418 0.1 -0.2 -0.1
C -5.044 1.934 3.070 -0.1 0.2 0.0
C -4.030 2.390 2.238 0.1 -0.1 0.0
C -3.081 1.497 1.759 -0.3 0.2 0.0
C -2.167 -1.293 -0.445 -0.1 0.1 -0.1
C -1.878 -2.528 -1.024 0.0 -0.1 -0.2
C -2.032 -2.690 -2.391 0.0 0.2 0.0
C -2.422 -1.608 -3.183 0.1 -0.2 0.0
C -2.673 -0.373 -2.611 -0.1 0.0 0.2
C -2.583 -0.223 -1.229 0.2 0.0 -0.2
H -3.759 -3.322 1.289 0.0 0.1 0.0
H -3.882 -5.468 2.500 0.0 0.0 0.0
H -2.130 -6.047 4.147 0.0 0.0 0.0
H -0.262 -4.490 4.586 0.0 0.0 0.0
H -0.144 -2.320 3.372 0.0 0.1 -0.1
H -4.250 -1.351 3.215 0.1 0.0 0.0
H -5.912 0.243 4.071 0.0 0.0 0.0
H -5.780 2.633 3.450 0.0 0.0 0.0
H -3.949 3.429 1.948 -0.1 0.0 0.0
H -2.312 1.889 1.101 0.1 0.0 0.0
H -1.510 -3.358 -0.434 0.0 0.0 0.1
H -1.815 -3.652 -2.840 0.0 0.0 0.0
H -2.486 -1.720 -4.258 0.0 0.0 0.0
H -2.877 0.502 -3.213 0.0 0.0 -0.1
H -2.760 0.761 -0.812 0.0 0.0 0.0
```
Positions in Å, forces in eV/Å.

Net charge: -1
Frontier orbital gap, eV: 3.457
HOMO level, eV: -1.756

This record from the Open Molecules 2025 dataset describes a structure of composition C20H24F4N2S7Ti. The level of theory is wB97M-V/def2-TZVPD.

Structure (XYZ):
```
58
Properties=species:S:1:pos:R:3:forces:R:3
Ti 0.362 0.516 0.150 1.2 -0.6 -0.8
C 0.373 -2.890 0.419 -0.4 0.0 0.1
C -0.019 -2.187 1.714 -0.1 0.1 0.1
N -0.714 -0.880 1.558 -0.4 -0.7 0.3
C -2.110 -1.056 1.104 -0.1 -0.1 0.3
C -3.026 -1.928 1.968 0.0 0.0 -0.1
C -0.693 -0.133 2.826 -0.1 0.2 0.0
C -1.095 1.344 2.631 -0.2 -0.1 -0.3
N -0.793 1.791 1.277 -1.1 0.8 0.9
C -1.355 2.897 0.799 0.1 -0.1 0.1
C -0.985 3.274 -0.528 0.0 0.0 0.3
F 0.003 2.532 -1.087 -0.2 0.0 -0.2
C -1.519 4.323 -1.208 -0.1 0.1 0.0
F -1.102 4.585 -2.460 0.0 0.0 -0.1
C -2.478 5.150 -0.634 -0.1 0.2 -0.1
C -2.798 4.871 0.680 0.1 0.0 -0.1
F -3.675 5.683 1.316 -0.2 0.1 0.1
C -2.274 3.814 1.386 0.1 0.0 -0.1
F -2.644 3.702 2.690 0.0 -0.1 0.2
H 1.043 -3.722 0.656 -0.1 0.0 0.0
H -0.495 -3.296 -0.111 0.0 0.0 0.0
H 0.896 -2.219 -0.252 0.2 0.2 -0.1
H -0.645 -2.862 2.312 0.1 0.0 0.1
H 0.885 -1.979 2.279 0.1 0.1 0.0
H -2.542 -0.063 0.995 0.0 0.1 0.0
H -2.069 -1.469 0.113 0.0 -0.1 -0.3
H -3.126 -1.562 2.993 0.0 0.0 -0.1
H -4.021 -1.921 1.512 0.1 0.0 0.1
H -2.693 -2.970 1.998 -0.1 0.1 0.0
H -1.378 -0.589 3.553 0.1 0.0 0.1
H 0.310 -0.193 3.233 0.1 0.0 0.0
H -2.157 1.451 2.859 -0.1 0.0 0.0
H -0.544 1.938 3.363 0.0 0.1 0.2
H -2.944 5.955 -1.183 0.1 0.0 0.1
C 4.979 0.809 1.701 -0.1 0.0 -0.1
C 3.705 0.659 0.883 0.0 -0.1 0.1
S 2.197 0.530 1.799 0.5 0.1 0.3
C 3.703 0.603 -0.456 0.0 -0.1 -0.1
C 4.971 0.693 -1.272 -0.1 0.0 0.0
S 2.213 0.401 -1.387 0.8 -0.1 -0.6
H 4.728 0.818 2.761 0.0 0.0 0.0
H 5.510 1.742 1.471 0.0 -0.1 0.0
H 5.680 -0.019 1.527 -0.1 0.1 0.0
H 5.868 0.707 -0.646 -0.1 0.0 -0.1
H 4.965 1.595 -1.895 0.0 0.0 0.0
H 5.035 -0.159 -1.958 0.0 0.0 0.0
C 1.733 -2.292 -3.862 -0.1 0.0 0.0
S 0.321 -1.719 -4.850 0.0 0.0 0.0
C -1.006 -2.265 -3.851 0.1 -0.1 0.1
C -1.508 -1.655 -2.738 -0.1 -0.1 0.0
S -1.081 -0.143 -2.042 -0.3 -0.2 -0.4
S -2.896 -2.573 -2.080 0.0 0.4 0.0
C -3.062 -3.799 -3.269 0.3 0.1 0.1
S -4.304 -4.893 -3.312 -0.2 -0.3 0.0
S -1.771 -3.752 -4.385 0.0 0.2 -0.2
H 2.621 -2.201 -4.492 -0.1 0.0 0.1
H 1.576 -3.335 -3.586 0.1 0.0 0.0
H 1.846 -1.660 -2.981 0.0 0.0 0.0
```
Positions in Å, forces in eV/Å.

ΔE to the lowest compared entry with this formula, charge and spin, kcal/mol: 26.9
Spin multiplicity: 3
Net charge: -2
Frontier orbital gap (alpha / beta), eV: 3.705 / 5.159
HOMO level (alpha / beta), eV: 0.458 / -0.999

This record from the Open Molecules 2025 dataset describes a structure of composition C29H27O3PSe2Tc. The level of theory is wB97M-V/def2-TZVPD.

Structure (XYZ):
```
63
Properties=species:S:1:pos:R:3:forces:R:3
Tc 0.895 -0.728 0.010 -1.0 0.5 -0.6
Se 0.077 2.189 0.497 0.2 -0.2 0.0
P -0.207 1.254 2.402 0.0 -0.1 0.1
Se -0.055 -0.943 2.286 -0.3 -0.2 0.4
C 1.018 1.841 3.608 0.1 0.0 0.0
C 1.685 0.967 4.461 0.0 0.1 0.0
C 2.614 1.461 5.369 0.0 0.0 0.0
C 2.873 2.821 5.428 0.0 0.0 0.0
C 2.205 3.695 4.578 0.0 0.0 0.0
C 1.285 3.208 3.664 0.0 0.0 0.1
C -1.819 1.673 3.124 -0.1 0.0 -0.1
C -2.324 2.956 2.925 0.0 0.0 0.0
C -3.545 3.313 3.477 0.0 0.0 0.0
C -4.269 2.390 4.220 0.0 0.0 0.0
C -3.769 1.111 4.417 0.0 0.0 0.0
C -2.546 0.749 3.870 0.0 0.1 0.1
H 1.490 -0.095 4.407 0.0 0.0 0.0
H 3.141 0.778 6.022 0.0 0.0 0.0
H 3.603 3.203 6.131 0.0 0.0 0.0
H 2.412 4.758 4.618 0.0 0.0 0.0
H 0.785 3.885 2.981 0.0 0.0 0.0
H -1.770 3.666 2.322 0.0 0.0 0.0
H -3.936 4.310 3.317 0.0 0.0 0.0
H -5.228 2.667 4.640 0.0 0.0 0.0
H -4.336 0.387 4.989 0.0 0.0 0.0
H -2.160 -0.251 4.020 0.0 0.0 0.0
C 0.181 -2.172 -3.040 0.0 0.1 0.0
C -0.924 -1.293 -2.404 0.1 0.0 0.0
C -0.786 0.129 -2.968 -0.1 0.0 0.1
C -0.714 -1.253 -0.887 0.7 0.1 0.0
C -2.293 -1.905 -2.714 0.0 0.0 0.1
C -2.538 -3.241 -2.388 0.0 0.0 0.0
C -3.768 -3.829 -2.634 0.0 0.0 0.0
C -4.793 -3.089 -3.212 0.0 0.0 0.0
C -4.568 -1.761 -3.536 0.0 0.0 0.0
C -3.329 -1.175 -3.288 0.0 0.0 0.0
H 1.156 -1.679 -2.958 -0.1 -0.1 0.0
H -0.030 -2.333 -4.100 0.0 0.0 0.0
H 0.257 -3.144 -2.551 0.0 0.0 0.0
H 0.206 0.519 -2.744 0.0 0.0 0.0
H -1.506 0.812 -2.515 0.0 0.0 0.0
H -0.924 0.130 -4.053 0.0 0.0 0.0
H -1.510 -1.747 -0.332 0.0 0.1 0.2
H -1.756 -3.833 -1.924 0.0 0.0 0.0
H -3.928 -4.869 -2.373 0.0 0.0 0.0
H -5.757 -3.545 -3.403 0.0 0.0 0.0
H -5.358 -1.169 -3.984 0.0 0.0 0.0
H -3.185 -0.136 -3.552 0.0 0.0 0.0
O 2.194 0.678 -1.480 0.0 -0.3 -0.1
C 3.121 -0.044 -2.252 0.0 0.0 0.0
C 3.105 0.194 -3.613 0.0 0.0 -0.1
C 3.942 -0.542 -4.439 0.0 0.0 0.0
C 4.799 -1.490 -3.895 0.0 0.0 0.0
C 4.820 -1.695 -2.524 0.0 0.0 -0.1
C 3.969 -0.985 -1.683 0.0 0.0 0.1
C 3.995 -1.279 -0.198 -0.5 0.1 0.1
O 5.030 -1.579 0.341 0.1 -0.1 0.1
O 2.826 -1.196 0.407 0.9 -0.1 -0.1
H 2.642 1.149 -0.761 0.0 0.1 0.0
H 2.435 0.946 -4.010 0.0 0.0 0.0
H 3.928 -0.365 -5.507 0.0 0.0 0.0
H 5.453 -2.064 -4.539 0.0 0.0 0.0
H 5.493 -2.411 -2.071 0.0 0.0 0.0
```
Positions in Å, forces in eV/Å.

ΔE to the lowest compared entry with this formula, charge and spin, kcal/mol: 25.6
Spin multiplicity: 4
Net charge: 0
Frontier orbital gap (alpha / beta), eV: 7.239 / 7.839
HOMO level (alpha / beta), eV: -7.575 / -8.280